# 1
85
Properties=species:S:1:pos:R:3:forces:R:3 method="wB97M-V/def2-TZVPD" e_homo_ev="-8.3 / -11.8" multiplicity=8 total_charge=+2
Eu 1.81583 -0.72325 -2.16684 -1.83 -1.53 -0.63
F -3.63720 0.11219 2.84226 -0.25 -0.29 -0.17
C -2.38194 0.62674 2.79179 -0.08 0.66 1.30
C -1.55236 0.28495 1.77506 0.16 -0.45 -0.75
C -0.24024 0.76856 1.75509 0.66 -0.56 -1.30
C 0.65799 0.43046 0.65727 0.93 2.94 3.89
O 0.33607 -0.33448 -0.26603 -0.69 -3.24 -4.68
C 1.94856 1.05462 0.68520 -0.40 -0.10 0.12
C 2.30446 1.84110 1.71396 1.28 0.58 -0.22
N 1.48508 2.10123 2.77670 -0.03 0.07 0.60
C 1.95438 2.96289 3.84619 -0.20 -0.37 -0.49
C 3.32943 2.73920 4.38481 0.14 0.03 0.00
C 2.13483 2.37571 5.21351 -0.02 0.00 0.10
C 0.19380 1.59769 2.79157 -0.43 0.67 1.09
C -0.69643 1.95132 3.81886 1.35 0.35 -0.41
C -1.98626 1.47551 3.83363 -1.32 -0.75 -0.43
N -2.87344 1.84748 4.86718 -0.14 0.09 0.23
C -2.47953 1.80786 6.25703 -0.14 0.02 -0.29
C -3.16145 0.65929 6.97809 -0.28 -0.07 0.01
N -4.66409 0.78986 6.79794 0.15 -0.06 -0.13
C -5.06499 0.85421 5.33236 -0.01 -0.11 0.27
C -4.30061 1.98979 4.68501 0.33 0.22 0.07
C 2.74892 0.67109 -0.52264 0.01 1.45 2.74
O 3.28382 -0.47042 -0.51080 0.57 -0.01 -0.21
O 2.52141 1.29297 -1.60092 0.45 0.33 -0.44
H -1.89127 -0.37818 0.98775 0.02 0.06 0.06
H 3.27062 2.32396 1.75682 -0.03 -0.01 0.00
H 1.60001 3.98456 3.77253 -0.03 0.05 0.04
H 3.90419 3.61521 4.64992 0.00 -0.03 0.02
H 3.90859 1.92238 3.97389 -0.04 0.04 0.00
H 1.88385 2.99875 6.06143 0.02 -0.02 0.01
H 1.92244 1.31988 5.33253 -0.02 0.07 -0.05
H -0.38149 2.64427 4.58696 0.00 -0.02 -0.07
H -2.74344 2.75222 6.75005 0.02 0.04 0.05
H -1.40594 1.67890 6.35806 0.07 0.00 -0.07
H -2.95438 0.64760 8.04552 -0.05 0.01 0.07
H -2.88702 -0.29708 6.54076 0.03 -0.06 -0.04
H -4.98658 1.63604 7.27060 0.02 0.08 -0.01
H -5.13658 0.01101 7.25522 0.00 -0.04 -0.01
H -6.14241 0.99601 5.29381 -0.05 0.02 0.04
H -4.80129 -0.10526 4.89814 0.03 -0.04 -0.04
H -4.61632 2.93484 5.14866 -0.06 0.05 0.01
H -4.56680 2.04963 3.63501 0.06 -0.01 -0.01
C 4.40881 -1.57111 -6.05106 -0.04 0.08 -0.07
C 4.49995 -2.95011 -6.09896 0.06 -0.09 -0.10
C 3.95117 -3.70088 -5.07220 0.07 -0.12 -0.04
C 3.33336 -3.05014 -4.01893 -0.12 -0.62 0.37
N 3.19046 -1.72125 -4.00673 -0.15 0.09 0.26
C 3.72132 -1.00607 -4.99468 0.16 0.25 -0.23
C 2.82174 -3.80213 -2.81926 0.40 -0.07 -0.61
C 3.28551 -5.06905 -2.51075 0.09 -0.04 -0.14
C 2.80454 -5.70721 -1.38009 0.08 -0.18 0.03
C 1.88122 -5.06204 -0.58147 -0.07 0.00 0.06
C 1.48224 -3.79179 -0.95031 -0.31 -0.14 0.31
N 1.93255 -3.17907 -2.04193 0.07 0.22 -0.03
H 4.84266 -0.94453 -6.81825 -0.03 -0.02 0.03
H 4.99869 -3.44080 -6.92567 -0.02 0.02 0.04
H 4.00598 -4.78082 -5.09787 0.01 0.08 0.00
H 3.60664 0.06925 -4.92763 0.00 0.06 -0.02
H 4.03151 -5.54814 -3.12855 -0.03 0.01 0.03
H 3.15959 -6.69766 -1.12360 -0.01 0.04 -0.01
H 1.48396 -5.52321 0.31176 0.00 0.04 -0.02
H 0.76364 -3.23996 -0.35616 0.00 0.07 0.07
C 0.05259 0.04332 -4.99100 -0.19 0.11 -0.41
N -0.10476 0.02113 -3.51651 -0.24 0.19 -0.23
C -0.46007 1.40255 -3.08738 -0.41 0.47 -0.01
N -1.66768 1.89668 -3.74162 0.34 -0.39 -0.05
C -1.45093 1.86877 -5.19400 0.00 0.10 0.04
N -1.14319 0.51679 -5.67666 0.20 -0.15 0.35
C -2.25884 -0.36610 -5.31499 -0.05 -0.05 0.02
N -2.49360 -0.39267 -3.86372 0.47 0.06 -0.05
C -1.27036 -0.84684 -3.21139 -0.54 -0.12 -0.02
C -2.76791 0.98149 -3.42347 -0.10 0.04 0.17
H 0.28307 -0.96745 -5.32584 0.02 -0.12 -0.09
H 0.88810 0.69855 -5.23533 0.09 0.09 -0.07
H 0.37593 2.05638 -3.32059 0.11 0.15 -0.05
H -0.60546 1.39225 -2.01081 -0.03 0.00 0.19
H -0.62312 2.53379 -5.44273 0.00 0.02 -0.02
H -2.35001 2.22733 -5.69556 0.02 -0.01 0.00
H -2.04141 -1.37788 -5.65931 0.00 -0.03 -0.02
H -3.16297 -0.01523 -5.81211 0.01 -0.01 0.00
H -1.04137 -1.85808 -3.54924 0.00 -0.14 -0.06
H -1.41157 -0.85510 -2.13263 -0.04 0.03 0.17
H -2.92834 0.98235 -2.34338 -0.01 0.01 -0.02
H -3.67588 1.33337 -3.91331 0.01 -0.01 0.00

# 2
85
Properties=species:S:1:pos:R:3:forces:R:3 method="wB97M-V/def2-TZVPD" e_above_lowest_kj_mol=108.4 e_homo_ev="-10.0 / -10.0" multiplicity=2 total_charge=+1
Fe 0.34231 -0.39077 0.09982 0.77 -0.76 0.26
N 4.31517 0.54929 -0.95071 0.04 0.07 0.03
C 3.00747 0.74530 -0.64251 0.04 0.04 0.11
S 2.45203 0.18423 0.91580 -0.10 -0.12 -0.34
N 2.24673 1.33029 -1.50361 -0.10 -0.09 -0.30
N 0.93035 1.44528 -1.04010 -0.19 0.08 0.40
C 0.44577 2.59042 -1.31728 -0.20 0.01 -0.05
C -0.82128 3.13194 -0.80441 -0.02 -0.02 -0.03
C -1.28485 4.33405 -1.32794 -0.02 -0.01 -0.07
C -2.44390 4.88848 -0.80968 0.04 0.05 -0.06
C -3.09340 4.22563 0.21428 -0.06 -0.02 0.05
C -2.55123 3.03452 0.67660 0.03 -0.05 -0.01
N -1.43832 2.49601 0.19302 0.02 0.05 0.06
H 4.93925 0.31183 -0.19895 -0.01 -0.05 -0.02
H 4.69401 1.10150 -1.70384 0.01 0.02 0.00
H 1.04494 3.25152 -1.94103 0.02 0.01 0.06
H -0.74080 4.82204 -2.12632 -0.01 0.00 0.01
H -2.82530 5.82463 -1.19491 0.00 -0.01 0.00
H -3.99717 4.61947 0.65865 0.01 0.00 -0.01
H -3.03703 2.48765 1.47809 0.02 0.01 0.02
I -0.67288 0.32948 2.49183 0.10 0.20 -0.09
C -0.40402 -1.63084 3.15513 -0.11 0.02 0.01
C -0.98628 -2.04830 4.31202 -0.06 0.08 0.06
C -0.76324 -3.36754 4.76248 0.00 -0.04 0.00
C 0.05333 -4.19814 4.05619 0.01 0.03 -0.01
C 0.68299 -3.76601 2.85985 -0.07 0.05 0.07
C 1.58115 -4.60580 2.16899 0.04 -0.06 -0.01
C 2.23043 -4.14867 1.05790 0.03 0.10 0.06
C 1.95291 -2.86513 0.55178 0.06 -0.06 0.15
C 1.01871 -2.04481 1.13306 -0.59 0.25 -0.06
C 0.42823 -2.45431 2.36075 0.09 -0.16 -0.14
H -1.60786 -1.37900 4.89276 0.02 0.00 0.00
H -1.23159 -3.69987 5.67904 0.00 0.00 -0.01
H 0.24755 -5.20435 4.40697 0.01 0.01 -0.01
H 1.77405 -5.59867 2.55742 -0.01 0.01 -0.02
H 2.96359 -4.76742 0.55918 0.06 -0.06 -0.05
H 2.49819 -2.52745 -0.31965 0.03 -0.03 -0.01
C -5.97444 -1.00617 -1.04716 0.01 0.01 0.00
Ge -5.17727 -1.48451 0.67234 -0.04 0.02 0.01
C -5.24984 0.03116 1.90223 0.01 0.00 0.00
C -6.03216 -3.06301 1.43639 0.02 -0.03 -0.01
C -3.25895 -1.92284 0.41505 0.02 -0.03 0.12
Se -2.26912 -0.45230 -0.39987 0.14 0.02 -0.25
C -2.50198 -0.90931 -2.27191 0.04 -0.08 0.00
H -7.04967 -0.86864 -0.92576 0.02 0.00 0.01
H -5.81956 -1.78787 -1.79221 0.00 0.00 0.02
H -5.56100 -0.07010 -1.42638 0.01 -0.01 0.01
H -6.26797 0.41263 1.98734 0.01 -0.03 0.00
H -4.61551 0.84006 1.53755 -0.01 -0.02 0.00
H -4.90909 -0.25721 2.89789 0.01 0.00 -0.02
H -7.09672 -2.88462 1.59254 0.03 0.02 -0.01
H -5.58527 -3.31731 2.39824 0.00 0.01 -0.01
H -5.92733 -3.92251 0.77319 0.00 0.01 0.00
H -3.11081 -2.82840 -0.17175 -0.02 0.06 -0.02
H -2.80234 -2.08515 1.39504 0.02 0.00 -0.01
H -3.53354 -0.74018 -2.56578 -0.02 0.00 0.02
H -2.22292 -1.94571 -2.44752 0.00 -0.01 0.01
H -1.83980 -0.25748 -2.83805 -0.01 0.01 0.00
C -0.60268 -3.66879 -0.85528 -0.03 0.00 -0.04
C 0.26657 -2.84859 -1.73857 0.06 0.19 -0.21
N 0.62490 -1.56793 -1.62799 -0.10 0.07 0.07
C 1.35563 -1.26570 -2.76366 0.05 0.06 0.10
C 1.46535 -2.36686 -3.53820 0.01 -0.09 -0.02
N 0.78077 -3.36623 -2.88168 -0.19 0.00 -0.02
C 0.62433 -4.72985 -3.37431 0.11 0.07 0.09
N 1.25008 -5.70061 -2.52560 -0.13 0.04 -0.07
N 0.48345 -6.62603 -1.88326 0.01 0.04 -0.04
N 1.23230 -7.39787 -1.20545 0.00 0.00 -0.02
C 2.54455 -7.00193 -1.37870 0.04 0.04 0.03
C 3.72611 -7.51517 -0.83797 0.03 0.00 0.02
C 4.89682 -6.87553 -1.17493 -0.01 -0.04 0.03
C 4.90392 -5.75344 -2.02845 -0.01 0.04 -0.04
C 3.74809 -5.23949 -2.57325 0.03 0.02 -0.02
C 2.56534 -5.89892 -2.23016 0.03 -0.02 0.09
H -0.97412 -3.07445 -0.02960 0.01 0.00 -0.02
H -0.06142 -4.52004 -0.44497 0.02 0.00 0.02
H -1.44641 -4.06563 -1.42784 0.01 0.00 0.02
H 1.77440 -0.29123 -2.93179 -0.01 0.06 0.06
H 1.95440 -2.53263 -4.48248 -0.01 0.01 0.01
H 1.06420 -4.74908 -4.37031 0.00 -0.03 -0.02
H -0.42334 -5.01373 -3.44466 -0.04 0.05 0.04
H 3.70804 -8.37801 -0.18610 0.00 0.01 0.00
H 5.83859 -7.23566 -0.78350 -0.02 -0.01 0.01
H 5.85045 -5.28472 -2.26354 -0.01 0.00 0.00
H 3.76613 -4.37301 -3.22137 0.00 -0.01 0.01

# 3
81
Properties=species:S:1:pos:R:3:forces:R:3 method="wB97M-V/def2-TZVPD" e_above_lowest_kj_mol=0.0 e_homo_ev=-12.3 total_charge=+2
Zr -0.35655 0.92532 0.04660 0.15 1.25 -0.45
C 4.57120 -2.62676 -8.42151 0.00 0.01 0.00
O 3.64215 -1.92315 -7.59899 -0.07 -0.03 0.02
C 2.67550 -2.62289 -6.99008 0.03 0.08 -0.04
C 1.76230 -1.86054 -6.24125 0.02 -0.06 -0.02
C 0.75580 -2.47664 -5.54132 -0.06 0.11 -0.12
C 0.63092 -3.87016 -5.58597 0.02 -0.24 -0.08
C 1.47598 -4.61137 -6.40465 0.07 0.05 0.03
C 2.51599 -4.00504 -7.08867 -0.04 0.04 0.05
N -0.37152 -4.62771 -4.93244 0.04 0.14 -0.24
N -0.86397 -4.27727 -3.85411 -0.07 -0.06 0.22
C -0.32838 -3.26026 -3.03337 -0.13 0.09 0.21
C 0.96164 -3.29090 -2.55457 -0.03 0.04 0.13
C 1.39112 -2.37287 -1.58360 0.07 -0.05 0.01
C 0.53311 -1.43205 -1.08017 0.12 0.00 -0.07
O 0.92417 -0.46878 -0.15338 -0.32 -0.58 -0.24
C -0.79809 -1.38766 -1.53368 -0.11 -0.16 -0.07
N -1.64554 -0.41203 -1.02765 0.09 -0.42 -0.47
C -2.88815 -0.32088 -1.50909 -0.13 -0.01 0.17
C -3.39763 -1.20415 -2.44898 0.06 0.02 0.06
C -2.58073 -2.20547 -2.93248 -0.01 -0.03 0.01
C -1.24957 -2.30834 -2.49932 0.11 -0.02 -0.17
H 5.25686 -1.87493 -8.79799 0.00 -0.02 0.00
H 4.06053 -3.10828 -9.25686 0.01 0.00 0.00
H 5.11990 -3.36775 -7.83736 0.01 0.01 -0.02
H 1.86026 -0.78422 -6.25896 0.01 0.02 0.01
H 0.02937 -1.86549 -5.01950 0.06 -0.02 -0.01
H 1.31891 -5.67910 -6.47691 -0.02 -0.01 -0.02
H 3.16932 -4.60040 -7.70712 0.02 -0.02 0.02
H 1.65493 -4.02421 -2.94286 0.02 0.01 0.02
H 2.41437 -2.39186 -1.23167 0.01 -0.01 0.00
H -3.50447 0.47943 -1.11085 0.01 -0.04 -0.03
H -4.41730 -1.09523 -2.78635 -0.01 0.00 0.00
H -2.95292 -2.92446 -3.65184 0.01 0.00 -0.02
C -2.82775 -1.78106 3.23704 -0.08 -0.04 -0.06
C -2.18467 -1.11233 2.01278 0.06 0.14 -0.17
Ge -0.49877 -0.27825 2.66287 -0.12 -0.22 0.90
C 0.98381 -1.55243 2.75793 0.06 0.04 -0.06
C 1.06680 -2.19216 4.14530 0.04 -0.01 0.01
C -0.78315 0.62938 4.35894 -0.01 0.07 -0.01
C -0.58964 1.95385 4.25749 -0.05 0.31 0.21
Ge -0.18724 2.30123 2.40243 0.18 -0.29 -0.02
C -1.52653 3.10341 1.12173 0.12 -0.20 0.22
C -2.02404 4.45889 1.65169 -0.07 -0.01 -0.02
C 1.58515 2.55990 1.54960 -0.09 0.11 0.21
C 2.26370 3.86848 1.98432 0.05 0.02 -0.05
C -0.65686 3.01491 5.27205 0.01 -0.15 -0.03
C -0.33352 4.32363 4.92854 0.03 0.09 -0.02
C -0.38729 5.34198 5.86692 0.00 -0.02 0.01
C -0.76969 5.05153 7.16733 0.00 -0.01 0.02
C -1.09298 3.74688 7.52539 0.02 0.03 -0.04
C -1.03676 2.73384 6.58625 -0.01 0.02 0.01
H -3.72402 -2.32289 2.93402 0.00 0.00 0.01
H -3.11876 -1.04967 3.98951 0.00 0.03 0.00
H -2.15610 -2.49932 3.70698 0.02 -0.02 -0.01
H -2.87908 -0.38638 1.57546 0.00 -0.03 0.05
H -1.95031 -1.84701 1.23997 -0.01 -0.02 0.05
H 1.91379 -1.03748 2.51077 -0.01 -0.01 0.00
H 0.82017 -2.29665 1.97598 0.00 -0.01 0.01
H 1.28265 -1.45222 4.91599 0.00 0.02 0.00
H 1.86547 -2.93279 4.17209 0.02 0.00 -0.01
H 0.14524 -2.70264 4.42440 -0.03 -0.02 -0.01
H -1.01924 0.15715 5.30770 0.00 -0.02 0.02
H -2.38748 2.42057 1.00335 -0.02 0.07 -0.04
H -1.05154 3.27869 0.14727 -0.18 0.13 -0.04
H -2.50504 4.35412 2.62280 0.00 -0.01 0.00
H -2.74246 4.88733 0.95418 0.00 0.01 0.01
H -1.19928 5.16345 1.75348 0.01 0.00 -0.01
H 1.47058 2.59622 0.45043 0.15 -0.02 0.03
H 2.19655 1.69197 1.80775 0.06 0.09 -0.04
H 1.68225 4.74352 1.69114 -0.01 -0.01 -0.01
H 3.24576 3.95375 1.52129 0.00 0.02 0.00
H 2.39775 3.89469 3.06566 0.01 -0.01 -0.01
H -0.01976 4.56374 3.91275 -0.02 -0.03 0.02
H -0.13047 6.35416 5.58760 0.01 0.01 -0.01
H -0.81441 5.84006 7.90559 0.00 0.01 0.01
H -1.38866 3.52333 8.54064 -0.01 -0.01 0.02
H -1.29185 1.72402 6.87785 -0.01 -0.02 0.00
O -0.66548 1.28262 -3.73470 0.08 0.05 0.07
C -0.33500 1.68701 -2.69792 0.05 0.14 -0.34
N -0.01136 2.11508 -1.60365 -0.18 -0.29 0.24